Entry 1:
{"formula": "C7H8Br3Cl9O3", "method": "wB97M-V/def2-TZVPD", "gap_ev": 10.13, "mol_weight_g_mol": 698.927, "spin_multiplicity": 1, "e_lumo_ev": -0.34, "relative_energy_kcal_mol": 25.5, "species": ["H", "O", "Cl", "O", "Cl", "Cl", "C", "H", "Cl", "H", "H", "Cl", "Cl", "Br", "H", "Cl", "Br", "C", "C", "C", "Cl", "C", "O", "Br", "H", "H", "C", "H", "Cl", "C"], "positions_angstrom": [[-1.0399, 1.7327, 0.7947], [1.4938, -0.3645, 1.4074], [-3.3921, -0.7122, 3.4663], [0.6623, -2.4109, 1.1884], [-3.1484, 2.0658, 2.7174], [3.4908, 1.1490, 2.4592], [0.4940, -1.2194, 1.8131], [2.3163, -0.4681, -0.5664], [-2.5272, 2.4734, -0.6101], [3.3432, -0.9436, 0.7676], [-3.8212, 0.2521, 1.3520], [-5.7540, 0.7566, 2.3633], [4.0456, 0.6944, -0.4049], [-0.5923, -2.9092, -4.8099], [-1.2166, -1.0820, -3.2728], [3.6037, 3.3647, 0.5290], [-3.4175, -1.3441, -4.5521], [3.1752, 1.6676, 0.7909], [1.7438, -2.3681, 0.2894], [-0.8991, 2.0137, -0.2467], [0.2163, 3.3905, -0.2398], [-4.0044, 0.5336, 2.3815], [-0.4095, -0.8724, 2.4804], [-0.8105, 0.2312, -5.4460], [2.4740, -3.1280, 0.5740], [2.1125, 1.6073, 0.5928], [-1.4794, -1.2244, -4.3102], [1.3535, -2.5804, -0.7077], [-0.3239, 0.6365, -1.2166], [2.3111, -0.9419, 0.4157]], "forces_ev_per_angstrom": [[0.84, -0.53, -0.08], [-1.12, -0.11, 0.05], [-0.55, 0.15, -0.17], [-0.84, 0.16, 1.10], [-0.29, -0.26, 0.01], [0.46, 0.54, -0.32], [1.02, 0.30, -2.06], [-1.05, -0.03, 0.66], [-0.69, 0.33, -1.05], [-0.65, -0.53, 0.26], [0.57, -0.05, 0.11], [-0.09, -0.02, 0.53], [2.53, 2.46, -0.90], [-0.35, 0.53, 0.19], [-0.23, 0.36, -0.01], [0.09, -0.04, 0.26], [0.74, -0.04, 0.36], [0.26, 0.66, 0.02], [0.49, -0.16, -0.26], [-0.08, 0.01, 1.19], [-0.13, -0.35, -0.34], [0.28, 0.17, -0.33], [-0.44, -0.20, 0.80], [-0.11, -0.49, 0.71], [-0.11, -0.01, -0.08], [0.05, -0.21, 0.11], [-0.07, -0.34, -1.22], [0.12, -0.02, 0.04], [-0.04, 0.44, 0.17], [-0.62, -2.74, 0.25]], "lowdin_charge": [-0.03, -0.10, 0.57, 0.07, 0.51, 0.64, -0.54, 0.03, 0.57, 0.05, -0.01, 0.54, 0.64, 0.52, -0.08, 0.53, 0.55, -1.45, -0.10, -1.54, 0.58, -1.54, 0.14, 0.53, 0.13, -0.04, -1.56, 0.13, 0.61, -0.33]}

=====

Entry 2:
{"formula": "C15H56N14O13", "method": "wB97M-V/def2-TZVPD", "gap_ev": 7.63, "mol_weight_g_mol": 640.698, "spin_multiplicity": 1, "e_lumo_ev": -0.19, "relative_energy_kcal_mol": 77.0, "species": ["H", "C", "C", "C", "N", "O", "H", "O", "H", "H", "H", "H", "H", "C", "H", "O", "H", "O", "O", "N", "H", "H", "C", "H", "H", "H", "H", "H", "H", "H", "H", "C", "H", "H", "H", "H", "O", "H", "N", "H", "N", "C", "H", "N", "N", "C", "H", "N", "C", "N", "O", "N", "H", "N", "H", "O", "H", "H", "H", "H", "H", "O", "H", "H", "H", "C", "H", "H", "O", "H", "H", "C", "N", "H", "C", "H", "H", "O", "H", "H", "H", "H", "N", "H", "N", "O", "N", "C", "H", "C", "H", "O", "H", "C", "H", "H", "H", "H"], "positions_angstrom": [[-4.1783, -3.5300, -0.5671], [-1.7358, -0.9969, 3.5053], [3.6470, -1.6989, -2.4664], [-1.5901, -4.4035, -1.6427], [1.3323, -4.7401, 0.8740], [-4.8251, 0.7976, 0.9736], [1.9301, -1.0469, -3.5693], [2.0434, 3.9903, -1.7899], [-0.0454, 1.2955, 0.3458], [2.3738, 0.2764, 0.1955], [4.3863, 1.8169, 3.2743], [3.6832, 3.0836, -2.8150], [-0.0974, -2.6131, 2.6588], [0.2867, 0.2891, 0.3908], [-2.2962, -2.4069, 0.9543], [1.8703, -0.4033, 3.5082], [-1.8447, -2.5158, -2.1339], [-2.8100, 5.9065, -0.0292], [1.0842, -2.5420, 0.3226], [3.7101, 1.0289, 3.2056], [3.6658, 0.8045, 2.2273], [3.6249, 1.5933, 5.4496], [2.7381, 0.5639, 3.9461], [0.8289, 2.1222, -3.2383], [-2.4031, 0.7136, 0.9195], [-0.0770, 3.9995, 3.0339], [2.5045, 3.9110, -3.8011], [-0.2624, -2.1337, 4.4239], [4.2120, 1.2222, -1.0878], [3.4684, -0.8767, -1.7921], [-1.2758, 3.8626, 0.7382], [-2.0688, 0.2474, -2.9350], [4.3712, -1.3659, -3.1454], [2.5448, -2.6712, -3.9718], [-3.3536, 0.5130, -4.2955], [-5.5492, 1.4151, -1.4837], [-1.9672, 0.0594, 2.6180], [-3.8942, -1.5876, 1.2088], [-1.2225, -3.1918, -1.6386], [-0.4141, -2.8098, -1.1197], [-3.8600, 3.9339, -0.8724], [1.9169, 1.9916, -3.0100], [1.9274, 0.8659, 5.6629], [-0.5789, -1.4376, 3.7214], [0.3346, -3.5149, 2.2769], [2.6136, 3.3438, -2.9169], [-0.9511, 1.9278, -2.4217], [-2.6718, -1.5778, 4.1507], [0.9498, -3.5704, 1.1403], [2.8437, 0.9535, 5.1476], [1.0716, -0.2089, -0.7570], [-1.0427, 0.8854, -2.3620], [1.9988, -5.0615, 0.0877], [-4.5506, 1.3418, -1.2904], [2.3987, 1.4429, -3.8013], [-2.3203, -1.0729, -2.8787], [1.6120, -2.4950, -2.5006], [0.8104, 0.2589, 1.3903], [2.1054, 1.4531, -2.1784], [-3.2277, -1.7000, -0.3985], [0.0582, -5.0213, -0.4103], [-3.8219, -3.4883, 0.3286], [-3.9721, 1.2638, -2.0931], [0.3156, -0.9766, 3.4044], [2.6297, 4.6983, -1.5619], [2.3349, -1.9949, -3.1956], [3.5382, 2.3115, 0.1464], [-2.3946, 2.5718, 0.2533], [4.1853, -2.9588, -1.9408], [-4.7265, 4.4370, -1.0470], [4.9625, 1.4140, 0.3962], [3.9693, 1.3641, -0.0040], [-2.8872, 1.0095, -3.5073], [5.1268, -2.8408, -1.7601], [-4.0779, 0.9322, -0.1313], [-4.1106, 2.8456, -0.9644], [0.4387, -4.2433, 3.0691], [3.2432, 0.3406, 0.5591], [-2.7446, 2.0836, -3.5323], [-2.0695, 0.9367, -0.8274], [1.6751, 4.6532, 1.9896], [-0.5256, -0.4064, 0.5540], [-0.9112, -5.2444, -0.8039], [-3.4427, -0.9424, 4.0226], [-2.0908, 3.5838, 0.1526], [-0.0835, 3.8114, 2.0798], [-2.7655, 0.9923, -0.0285], [-2.8810, 4.5153, -0.2890], [1.8668, 2.9033, 2.2015], [1.2466, 3.7262, 1.6737], [-0.9593, -6.2134, -1.1980], [-2.6680, -4.8567, -2.2996], [-0.3359, 0.5107, -1.7604], [-3.3044, -2.2307, 0.5854], [1.2105, -1.1215, -0.5851], [1.2419, 3.5066, 0.5747], [-2.4280, -2.0537, 5.0490], [1.3826, -5.5563, 1.4590]], "forces_ev_per_angstrom": [[0.23, -0.15, 0.18], [-1.51, 7.02, -5.83], [-0.78, -1.55, -0.07], [-4.98, -4.69, -1.52], [5.56, -7.62, -4.47], [2.81, 0.32, -5.19], [-0.13, -0.34, 0.01], [0.16, -0.29, -0.17], [-0.23, 0.99, -1.00], [-0.95, -0.12, -0.92], [-1.36, -0.86, 1.22], [-0.12, 0.57, 0.35], [0.85, -1.66, -1.40], [0.77, -2.13, 1.57], [0.23, 0.51, 0.34], [3.54, 4.48, 1.84], [1.09, -0.57, 0.52], [0.00, -6.84, -1.62], [-0.60, -3.63, 2.45], [2.42, 1.22, -3.64], [-0.42, -0.91, -0.52], [-1.80, -1.07, -0.40], [-2.30, -5.01, -4.38], [1.15, -0.28, 0.23], [-0.50, -0.10, -0.94], [-0.40, -0.09, -0.58], [-0.25, 0.79, -1.05], [-1.32, 0.82, -0.33], [-0.64, 0.07, 0.44], [0.18, -0.20, 1.13], [-1.23, -0.19, -0.65], [2.91, -8.35, 2.84], [1.00, 0.75, -1.34], [0.03, -0.81, -1.25], [0.00, 1.07, 0.95], [0.46, -0.46, 0.56], [1.07, -4.85, 4.11], [-0.37, 0.07, 0.73], [0.62, 4.95, -0.73], [-0.80, -0.68, -0.33], [-6.31, -2.41, -3.62], [-0.88, 2.45, -3.15], [1.99, 0.27, -0.14], [7.92, -1.44, 0.87], [-2.17, 1.05, 5.55], [-0.01, -1.97, 0.95], [-0.40, -1.53, -0.14], [-3.31, -1.00, 2.31], [-0.09, 6.77, -2.28], [-1.96, 1.73, 6.37], [-1.06, 3.38, 0.57], [0.84, 2.12, 0.40], [-1.43, 2.10, 1.22], [-2.71, 0.07, -1.94], [-0.10, -0.32, -0.70], [1.22, 5.98, -0.48], [0.50, 0.59, -0.56], [0.15, -0.19, -1.16], [0.10, -1.64, 2.97], [0.30, -0.05, 0.81], [-2.48, -0.21, -1.31], [-1.12, -1.25, 0.07], [0.13, -0.30, -0.62], [-1.11, 0.40, 0.22], [0.25, 0.82, 0.37], [0.01, 0.35, 1.85], [-0.81, 1.44, -0.02], [0.30, 2.13, -0.26], [-0.55, 1.00, 0.25], [0.66, 0.46, 0.07], [0.61, -0.24, 0.81], [1.15, -0.38, -1.94], [-4.29, 4.97, -4.87], [-0.29, 0.09, -0.01], [-3.86, -0.45, 7.21], [1.31, 3.22, 0.52], [-0.14, 1.44, -2.46], [1.69, -0.55, 1.29], [-0.26, -2.66, -0.39], [-1.67, -0.03, 1.48], [1.03, 0.76, -0.64], [-0.46, 0.12, -0.15], [1.88, -2.46, -0.12], [-1.23, -0.61, 0.77], [4.84, -1.29, 2.48], [-0.53, -0.56, 1.26], [3.32, -1.64, 0.83], [0.65, 7.46, 2.92], [-1.11, 0.83, -0.74], [1.09, -1.56, -0.05], [-0.08, 1.24, 0.85], [4.27, 1.74, 2.26], [0.46, -1.17, -0.07], [0.79, 0.71, -2.02], [0.12, -1.95, 0.52], [0.31, 0.58, 0.94], [-0.91, 0.83, -1.32], [-0.91, 0.55, 1.00]], "lowdin_charge": [0.08, -0.64, -0.28, -0.67, 0.13, -0.06, 0.07, -0.07, 0.07, 0.00, 0.15, 0.11, 0.07, -0.09, 0.06, -0.11, 0.07, -0.19, -0.05, 0.17, 0.05, 0.16, -0.63, 0.08, 0.09, 0.11, 0.10, 0.15, 0.09, 0.07, 0.08, -0.64, 0.09, 0.06, 0.17, 0.16, -0.12, 0.05, 0.18, 0.09, 0.12, -0.07, 0.16, 0.12, 0.18, -0.30, 0.14, 0.19, -0.67, 0.15, -0.16, 0.17, 0.19, 0.14, 0.08, -0.05, 0.07, 0.09, 0.00, 0.07, 0.06, -0.11, 0.04, 0.07, 0.08, -0.06, 0.06, 0.07, -0.09, 0.11, 0.08, -0.17, 0.13, 0.07, -0.62, 0.08, 0.17, -0.12, 0.19, 0.09, 0.07, 0.06, 0.13, 0.13, 0.14, -0.14, 0.13, -0.64, 0.09, -0.16, 0.11, -0.12, 0.06, -0.19, 0.00, 0.08, 0.15, 0.13]}